No. 1
A molecular structure, C13H52O13 in a non-equilibrium geometry, computed with ωB97M-V/def2-TZVPD.

The geometry in ORCA input format:
```
! wB97M-V def2-TZVPD RIJCOSX def2/J DEFGRID3
* xyz 0 1
C -1.431 -2.737 1.476
O -0.611 -2.190 0.542
H -1.018 -3.709 1.743
H -1.518 -2.099 2.356
H -2.374 -3.045 1.024
H -1.109 -1.844 -0.202
C 0.676 0.696 2.976
O -0.288 -0.268 2.621
H 1.457 0.178 3.533
H 1.138 1.176 2.115
H 0.237 1.428 3.655
H 0.189 -1.084 2.455
C 0.987 0.933 -0.313
O 0.642 -0.378 -0.057
H 0.745 1.211 -1.338
H 0.545 1.645 0.384
H 2.072 0.936 -0.214
H -0.311 -0.401 -0.171
C 1.809 4.244 0.708
O 0.995 3.228 0.162
H 2.851 3.929 0.759
H 1.670 5.163 0.138
H 1.541 4.516 1.729
H 1.400 3.042 -0.688
C 0.652 -2.646 -1.583
O 1.494 -1.991 -2.465
H 1.199 -3.426 -1.054
H 0.253 -1.972 -0.825
H -0.262 -3.112 -1.950
H 0.920 -1.555 -3.098
C 2.671 2.018 -2.167
O 2.021 3.143 -1.635
H 3.399 1.577 -1.486
H 2.022 1.190 -2.453
H 3.210 2.266 -3.082
H 2.134 3.807 -2.320
C -0.606 3.122 -1.863
O -1.754 3.264 -2.709
H -0.088 4.064 -1.680
H -0.934 2.764 -0.888
H 0.079 2.404 -2.315
H -2.145 4.101 -2.444
O -0.487 2.940 1.702
H 0.171 3.143 1.038
H -0.765 2.046 1.500
O 2.692 -0.696 -1.264
H 2.049 -0.446 -0.600
H 2.265 -1.396 -1.759
O -1.043 0.041 -2.100
H -1.647 0.659 -2.510
H -0.486 -0.262 -2.817
C -3.095 0.029 2.126
C -2.313 0.392 0.867
O -1.174 1.101 1.275
H -2.574 -0.598 2.850
H -4.004 -0.482 1.811
H -3.323 1.000 2.565
H -2.905 1.078 0.263
H -2.132 -0.502 0.270
H -0.750 0.553 1.941
C -3.325 -3.179 -1.231
C -2.376 -2.286 -1.924
O -1.790 -1.441 -1.002
H -3.855 -2.706 -0.404
H -2.769 -3.936 -0.677
H -4.041 -3.725 -1.844
H -2.926 -1.667 -2.633
H -1.623 -2.703 -2.593
H -1.305 -0.748 -1.457
C 2.984 -2.411 2.404
C 1.812 -1.968 1.473
O 0.591 -2.242 2.173
H 3.183 -1.662 3.170
H 3.926 -2.450 1.856
H 2.804 -3.391 2.847
H 1.898 -2.479 0.514
H 1.909 -0.905 1.250
H -0.132 -2.290 1.543
*
```

As for the calculated total energy: -40916.427 eV. The calculation puts the LUMO energy at -0.0280 Eh. The relative energy (zero: lowest compared OMol25 entry of this formula, charge and spin) is 21.594 eV. For the gap between HOMO and LUMO, the calculation gives 6.48 eV.

No. 2
A molecular structure, CH6CsO2 in a non-equilibrium geometry, computed with ωB97M-V/def2-TZVPD.

The geometry in ORCA input format:
```
! wB97M-V def2-TZVPD RIJCOSX def2/J DEFGRID3
* xyz 1 1
Cs -29.520 3.912 6.249
O -29.604 4.440 9.225
H -30.494 4.484 8.876
H -29.719 4.415 10.175
C -27.596 2.045 3.742
O -27.882 3.422 3.907
H -28.285 1.474 3.118
H -26.571 1.823 3.447
H -27.672 1.497 4.681
H -27.917 3.828 3.037
*
```

As for the calculated total energy: -5771.706 eV. The calculation puts the LUMO energy at -0.1312 Eh. For the gap between HOMO and LUMO, the calculation gives 11.21 eV.

No. 3
A gas-phase ion, C9H13N2 (charge +1) in a non-equilibrium geometry, computed with ωB97M-V/def2-TZVPD.

The geometry in ORCA input format:
```
! wB97M-V def2-TZVPD RIJCOSX def2/J DEFGRID3
* xyz 1 1
C 2.595 0.815 1.009
C 1.928 1.010 -0.108
C 0.625 1.651 -0.221
C -0.426 0.652 -0.927
C -1.791 1.291 -0.805
C -2.661 0.915 0.118
C -2.363 -0.222 1.041
C -1.255 -0.916 0.810
N -0.363 -0.703 -0.351
C 0.493 -1.621 -0.812
N 0.652 -2.862 -0.380
H 3.605 0.430 0.915
H 2.272 0.833 2.038
H 2.324 0.797 -1.003
H 0.708 2.698 -0.631
H 0.359 1.714 0.926
H -0.023 0.485 -2.055
H -2.156 1.761 -1.608
H -3.598 1.372 0.355
H -2.971 -0.393 1.881
H -0.818 -1.705 1.398
H 1.225 -1.397 -1.570
H 0.156 -3.187 0.533
H 1.481 -3.422 -0.552
*
```

As for the calculated total energy: -12514.782 eV. The calculation puts the LUMO energy at -0.1473 Eh. The relative energy (zero: lowest compared OMol25 entry of this formula, charge and spin) is 2.838 eV. The structure (SMILES) is C=CC[C@@H]1C=CC=CN1C=[NH2+]. For the gap between HOMO and LUMO, the calculation gives 8.64 eV.

No. 4
2 unconnected molecules or ions with the total composition C2ClF2O2 in a non-equilibrium geometry, computed with ωB97M-V/def2-TZVPD.

The geometry in ORCA input format:
```
! wB97M-V def2-TZVPD RIJCOSX def2/J DEFGRID3
* xyz -1 1
C -1.873 0.335 0.243
C 0.953 -0.085 -0.205
O -1.984 0.154 1.394
O -2.103 0.451 -0.867
F 1.007 -1.327 0.286
F 1.416 -0.337 -1.525
Cl 2.585 0.808 0.674
*
```

As for the calculated total energy: -24127.320 eV. The calculation puts the LUMO energy at 0.1299 Eh. The relative energy (zero: lowest compared OMol25 entry of this formula, charge and spin) is 0.800 eV. For the gap between HOMO and LUMO, the calculation gives 7.24 eV.

No. 5
6 unconnected molecules or ions with the total composition C36H70ClFI2N3O23P2S2 in a non-equilibrium geometry, computed with ωB97M-V/def2-TZVPD.

The geometry in ORCA input format:
```
! wB97M-V def2-TZVPD RIJCOSX def2/J DEFGRID3
* xyz 1 1
C -0.577 -5.330 -0.711
C -1.843 -4.436 -1.277
S -1.727 -2.617 -0.792
C -0.476 -1.735 -1.830
C 0.178 -0.335 -1.309
C -0.785 1.048 -1.430
C -2.390 0.763 -1.145
C -3.278 0.112 -2.335
C -4.679 1.010 -2.534
S -5.771 0.961 -0.966
O -5.398 -0.187 0.000
O -5.638 2.379 -0.286
O -7.401 0.897 -1.535
C -0.653 1.964 -2.771
I -0.265 0.914 -4.682
C -1.803 3.049 -3.113
C -1.089 4.547 -3.356
I -2.634 2.580 -5.135
C -0.080 1.820 -0.099
N 0.089 3.324 -0.182
C -0.934 1.757 1.301
C -2.128 2.920 1.456
N -3.425 2.551 1.835
C 1.495 1.217 -0.134
Cl 2.246 1.834 1.514
C 2.632 1.943 -1.016
C 2.958 1.675 -2.546
C 4.362 2.559 -2.840
C 4.769 2.480 -4.422
O 4.059 1.463 -5.211
N 1.249 -0.307 -0.178
C 0.954 -1.100 1.041
C 2.162 -1.496 2.080
O 2.923 -2.626 1.985
F 2.480 -0.737 3.351
P 2.504 -1.349 -0.988
P 4.537 -0.968 -0.388
O 5.374 -0.251 -1.565
O 5.351 -2.533 -0.171
O 4.824 -0.064 1.047
H 0.381 -4.662 -0.468
H -0.248 -6.143 -1.499
H -0.940 -5.842 0.288
H -1.973 -4.587 -2.452
H -2.812 -4.885 -0.779
H -1.043 -1.444 -2.845
H 0.291 -2.562 -2.202
H 0.964 -0.171 -2.202
H -2.991 1.748 -0.837
H -2.577 0.038 -0.213
H -3.700 -0.972 -2.063
H -2.812 0.023 -3.388
H -5.297 0.489 -3.379
H -4.462 2.150 -2.710
H -7.362 1.259 -2.479
H 0.338 2.618 -2.637
H -2.623 3.260 -2.321
H -1.679 5.144 -4.205
H -1.236 5.145 -2.362
H 0.015 4.468 -3.734
H -0.658 3.812 -0.700
H 0.382 3.773 0.698
H -1.497 0.734 1.496
H -0.334 1.935 2.293
H -1.949 4.067 1.315
H -4.035 3.421 1.878
H 2.558 3.135 -0.903
H 3.675 1.740 -0.457
H 3.280 0.590 -2.882
H 2.251 2.066 -3.384
H 5.216 2.300 -2.084
H 4.056 3.693 -2.629
H 5.928 2.319 -4.570
H 4.511 3.533 -4.922
H 3.978 1.772 -6.162
H 0.613 -2.190 0.680
H 0.069 -0.750 1.722
H 2.294 -2.744 -0.552
H 5.544 -2.597 0.828
H 5.829 0.015 1.209
C -6.910 5.480 -3.551
O -5.660 6.038 -3.950
C -5.750 6.951 -4.950
O -6.777 7.310 -5.503
O -4.498 7.396 -5.227
C -4.438 8.370 -6.268
H -6.719 4.764 -2.747
H -7.575 6.260 -3.166
H -7.378 4.946 -4.384
H -5.005 9.265 -5.992
H -4.808 7.952 -7.209
H -3.391 8.654 -6.405
C 4.919 -0.615 9.310
O 5.332 -1.031 8.010
C 4.455 -1.855 7.383
O 3.389 -2.244 7.834
O 4.969 -2.170 6.167
C 4.146 -3.038 5.389
H 5.695 0.039 9.718
H 3.984 -0.048 9.255
H 4.812 -1.477 9.976
H 3.181 -2.568 5.178
H 4.008 -3.997 5.898
H 4.654 -3.223 4.439
C 4.124 -1.385 -6.658
O 5.061 -0.911 -7.623
C 4.809 -1.319 -8.893
O 3.880 -2.028 -9.247
O 5.768 -0.800 -9.700
C 5.629 -1.148 -11.076
H 4.423 -0.999 -5.679
H 3.118 -1.015 -6.882
H 4.135 -2.479 -6.614
H 4.684 -0.768 -11.477
H 5.700 -2.232 -11.209
H 6.449 -0.680 -11.628
C -6.137 -6.621 2.133
O -6.472 -5.284 2.500
C -6.661 -4.447 1.449
O -6.569 -4.746 0.269
O -6.971 -3.220 1.939
C -7.199 -2.230 0.938
H -6.009 -7.201 3.051
H -6.944 -7.074 1.549
H -5.194 -6.644 1.577
H -8.049 -2.508 0.306
H -6.299 -2.077 0.334
H -7.439 -1.289 1.442
C 3.242 -1.883 15.176
O 3.655 -2.300 13.876
C 2.777 -3.123 13.249
O 1.712 -3.513 13.700
O 3.291 -3.439 12.033
C 2.469 -4.306 11.255
H 4.018 -1.229 15.583
H 2.307 -1.316 15.121
H 3.135 -2.746 15.842
H 1.503 -3.836 11.044
H 2.331 -5.266 11.764
H 2.977 -4.491 10.305
*
```

As for the calculated total energy: -161695.870 eV. The calculation puts the LUMO energy at -0.1614 Eh. For the gap between HOMO and LUMO, the calculation gives 6.00 eV.